(1)
14
Properties=species:S:1:pos:R:3:forces:R:3:nbo_charge:R:1 method="wB97M-V/def2-TZVPD" e_lumo_ev=-0.582 largest_force_ev_per_a=4.5 mol_weight_g_mol=113.19
C 2.11090 0.49466 0.81000 -2.7 -3.2 -1.5 0.252
C -0.59813 -1.06479 0.50982 3.4 -0.4 0.5 -0.896
C 0.49587 -0.11201 0.64863 -1.8 1.1 -2.1 0.250
C 2.77455 -0.30388 -0.35924 -1.5 2.2 -0.4 -0.823
N -2.97809 0.82777 0.49020 0.1 -0.1 -4.4 -1.277
O -0.04086 1.02246 0.00069 0.2 0.1 0.9 -0.867
Si -1.57291 0.21730 -0.40526 0.8 0.8 3.5 1.741
H 2.16113 -1.20824 -0.68543 1.5 0.9 0.4 0.239
H 2.62170 0.51781 -1.24578 0.5 -1.7 1.9 0.290
H 3.86009 -0.35040 -0.10927 -0.8 -0.4 -0.7 0.253
H -3.93714 0.95913 0.06510 1.9 -0.2 1.1 0.414
H -2.89339 0.63671 1.43482 -0.5 -0.4 2.1 0.397
H -0.47206 -2.17848 0.61227 -0.4 1.4 0.2 0.234
H -1.53167 0.54195 -1.76657 -0.7 -0.2 -1.7 -0.207


(2)
16
Properties=species:S:1:pos:R:3:forces:R:3:nbo_charge:R:1 method="wB97M-V/def2-TZVPD" e_lumo_ev=0.980 largest_force_ev_per_a=3.2 smiles="CC[C@@H](C)C=O" mol_weight_g_mol=86.13
C -0.11063 -1.36161 -1.61878 0.1 -0.1 0.0 -0.607
C -0.74602 -0.45521 -0.57032 0.1 -0.1 0.1 -0.391
C 0.26659 0.45030 0.15314 0.2 -0.2 0.1 -0.301
C -0.44006 1.56271 0.95189 0.0 0.0 -0.1 -0.605
C 1.25130 -0.24304 1.16541 0.4 0.9 1.9 0.351
O 1.41970 0.30074 2.24371 -0.8 1.4 0.6 -0.549
H 0.66571 -1.99103 -1.17110 -0.1 0.0 -0.1 0.204
H -0.85520 -2.01663 -2.08328 0.1 0.1 0.1 0.214
H 0.35656 -0.77097 -2.41617 -0.1 -0.1 0.1 0.203
H -1.50202 0.18365 -1.05281 0.3 -0.1 0.2 0.208
H -1.29117 -1.05247 0.17145 0.1 0.0 -0.1 0.201
H 0.88543 0.92977 -0.62478 0.1 -0.2 0.2 0.219
H -1.13308 1.13068 1.68371 0.1 0.0 -0.1 0.211
H 0.28111 2.16368 1.50923 -0.2 -0.1 -0.1 0.237
H -1.01202 2.22390 0.29130 0.1 -0.2 0.0 0.207
H 1.96381 -1.05449 1.36740 -0.5 -1.5 -2.9 0.197


(3)
38
Properties=species:S:1:pos:R:3:forces:R:3:nbo_charge:R:1 method="wB97M-V/def2-TZVPD" e_lumo_ev=2.663 largest_force_ev_per_a=3.8 charge=-1 mol_weight_g_mol=249.26
S 2.54386 2.91250 -0.17257 1.9 1.0 0.4 -0.320
H 1.84958 3.51557 -1.12331 -0.5 -0.2 -0.2 0.165
H -0.44647 -3.28733 -1.84360 0.4 -0.2 0.1 0.468
H 0.18757 -3.57696 1.19493 0.4 1.2 0.0 0.484
O -0.21346 -2.88686 0.64713 -0.7 0.1 -0.7 -1.003
H 1.46547 -0.16123 3.71550 0.4 0.1 0.1 0.466
H 0.38129 -1.03295 3.13406 0.3 0.7 1.4 0.485
O 0.58236 -0.45740 3.92668 -0.8 -0.9 -1.2 -0.948
H -1.38401 0.96695 -3.51235 0.2 -1.3 0.6 0.454
H -1.44731 -0.54362 -3.06922 0.5 0.4 -0.1 0.499
O -0.88158 0.25601 -3.03995 -1.2 0.1 -0.8 -0.952
H -3.16604 -2.12105 1.03290 0.1 -0.2 0.2 0.461
H -2.60520 -0.92332 0.26928 0.0 0.2 0.2 0.506
O -3.26459 -1.65164 0.20674 -0.1 -0.1 -0.3 -0.999
H 2.28321 -1.32383 -2.20846 -0.2 0.0 -0.1 0.467
H -1.59709 -2.53940 -1.13187 0.8 -1.1 -3.2 0.521
O -1.26533 -2.86951 -2.10238 -1.5 1.5 3.1 -1.000
H 0.39936 0.25883 0.42826 -0.4 -0.5 -0.1 0.517
H -1.78133 0.04731 -0.94305 0.3 0.1 -0.3 0.455
O -1.48511 0.28979 -0.06375 0.7 0.3 -0.2 -1.170
H 0.06166 2.46462 -1.50617 -0.8 -0.3 -0.8 0.510
H -0.23802 2.14047 -3.12475 -0.3 -0.7 0.4 0.463
O 0.23391 2.62071 -2.46953 1.6 1.8 0.2 -1.022
H -0.73465 2.64664 1.45900 -0.4 0.2 1.8 0.494
H -0.96095 1.60331 2.54736 -0.5 -0.3 0.5 0.438
O -0.89525 2.55579 2.49647 0.6 0.2 -1.5 -1.008
H 2.09013 -1.27031 1.65110 -0.2 -0.5 0.0 0.508
H 2.76484 -2.65978 1.63980 0.4 -0.2 -0.2 0.468
O 2.05057 -2.17128 2.03935 0.4 0.4 0.2 -0.991
H 2.30199 0.06850 -1.61265 -0.1 0.4 0.0 0.482
H 1.81364 1.86818 0.08727 -0.9 -0.6 0.0 0.146
O 2.86200 -0.69195 -1.77716 0.2 -0.3 0.1 -0.950
H -1.34228 3.25345 -0.34037 -0.5 0.0 -0.2 0.480
H -1.00036 1.48137 -0.22295 -1.5 0.0 0.7 0.503
O -0.73013 2.59109 -0.03652 1.2 -0.3 -0.4 -1.067
H 0.43019 0.55913 1.89684 0.5 -0.2 -0.2 0.497
H 0.20205 -1.99563 0.70775 0.0 -1.3 0.6 0.515
O 0.93549 0.06382 1.22021 -0.3 0.8 0.0 -1.023


(4)
102
Properties=species:S:1:pos:R:3:forces:R:3:mulliken_spin:R:1 method="wB97M-V/def2-TZVPD" s2=6.01 e_lumo_ev="-1.682 / -1.699" largest_force_ev_per_a=0.4 spin_multiplicity=5 charge=+1 mol_weight_g_mol=715.64
Fe 0.08139 -0.43949 1.06261 0.1 0.1 0.4 3.601
N 0.68124 -1.23699 3.13862 0.0 0.0 0.0 0.070
C 0.18533 -2.61581 3.23961 0.1 -0.1 0.0 -0.001
C -0.07756 -3.20484 1.85097 -0.1 0.1 0.0 0.009
O -0.48470 -4.34559 1.75415 0.0 -0.1 0.0 0.011
O 0.12848 -2.39275 0.86586 0.1 -0.1 -0.2 0.080
H 1.69439 -1.23496 3.10137 0.0 0.0 0.0 -0.009
H 0.41703 -0.68542 3.94431 0.0 0.0 0.0 -0.002
H -0.75527 -2.63362 3.79234 0.0 0.0 0.0 0.002
H 0.86969 -3.28267 3.76762 0.0 0.0 0.0 0.000
C 4.30548 -1.86353 2.20654 0.0 0.0 0.0 0.000
N 3.51262 -1.09074 1.26742 0.0 0.1 0.0 0.007
C 3.16356 -1.76414 0.02281 0.0 0.1 0.0 0.008
C 3.08707 0.17198 1.52830 -0.1 -0.2 0.0 0.013
N 1.95755 0.58651 1.00045 0.0 -0.1 -0.1 -0.015
C 1.77017 1.96656 0.80151 0.2 0.0 0.0 -0.009
C 2.76056 2.78357 0.26809 0.0 0.0 0.1 -0.009
C 2.55687 4.14737 0.12881 0.0 0.0 0.0 0.001
C 1.35078 4.69733 0.53660 0.0 0.0 0.0 0.001
C 0.34413 3.88019 1.02903 0.0 0.0 0.0 -0.006
C 0.51873 2.49876 1.12651 -0.2 0.2 0.1 0.007
N -0.43417 1.58669 1.63389 0.0 0.0 -0.1 0.144
C -1.72328 1.90118 1.66619 -0.1 0.0 0.1 -0.019
N -2.49775 1.39280 2.65542 0.0 0.0 -0.1 0.009
C -3.87739 0.99665 2.42219 0.0 0.0 0.0 0.000
C -1.91902 0.87897 3.87807 0.0 0.0 0.0 -0.007
N -2.35676 2.67290 0.75316 0.0 0.1 0.0 0.010
C -1.93515 2.71260 -0.63255 0.0 -0.1 0.0 -0.020
C -3.40942 3.61070 1.10705 0.0 -0.1 0.0 0.000
N 3.82913 0.90586 2.40484 0.1 -0.1 0.1 0.005
C 3.21800 1.87676 3.29347 0.0 0.0 0.0 -0.001
C 5.27857 0.95892 2.32771 0.0 0.0 0.0 -0.001
H 3.91099 -2.88095 2.24046 0.0 0.0 0.0 0.000
H 4.24392 -1.42648 3.20129 0.0 0.0 0.0 0.000
H 5.35742 -1.92308 1.91692 0.0 0.0 0.0 0.000
H 4.07077 -2.18334 -0.41803 0.0 0.0 0.0 0.000
H 2.43987 -2.56263 0.18693 0.0 0.0 0.0 0.001
H 2.73436 -1.04235 -0.66782 0.1 0.0 0.0 0.009
H 3.69858 2.33695 -0.04122 0.0 0.0 0.0 -0.001
H 3.33449 4.77369 -0.28670 0.0 0.0 0.0 0.000
H 1.18550 5.76415 0.46665 0.0 0.0 0.0 0.000
H -0.58644 4.32716 1.35249 0.0 0.0 0.0 0.000
H -4.58016 1.60809 2.99182 0.0 0.0 0.0 0.000
H -3.99808 -0.04398 2.73108 0.0 0.0 0.0 0.000
H -4.11063 1.06827 1.36351 0.0 0.0 0.0 0.000
H -2.62386 1.04250 4.69429 0.0 0.0 0.0 0.000
H -0.99007 1.39958 4.09523 0.0 0.0 0.0 -0.001
H -1.72606 -0.19612 3.80087 0.0 0.0 0.0 0.004
H -1.25291 1.88968 -0.83148 -0.1 0.1 0.0 0.025
H -1.45209 3.66158 -0.87906 0.0 0.0 0.0 0.000
H -2.81811 2.59074 -1.26421 0.0 0.0 0.0 0.001
H -3.57174 3.61770 2.18034 0.0 0.0 0.0 0.000
H -4.34727 3.36677 0.60292 0.0 0.0 0.0 0.000
H -3.10962 4.61566 0.79719 0.0 0.0 0.0 0.000
H 2.13923 1.73672 3.31498 0.0 0.0 0.0 0.001
H 3.42538 2.90218 2.97586 0.0 0.0 0.0 0.000
H 3.61588 1.73137 4.30035 0.0 0.0 0.0 0.000
H 5.63580 0.33693 1.51173 0.0 0.0 0.0 0.000
H 5.74497 0.62817 3.25858 0.0 0.0 0.0 0.000
H 5.58999 1.98905 2.13365 0.0 0.0 0.0 0.000
C 2.31770 -1.46189 -5.27843 0.0 0.0 0.0 0.000
C 2.15403 -1.87923 -3.83326 0.0 0.0 0.0 0.001
O 1.93340 -0.73212 -2.99720 -0.1 0.0 0.0 0.000
P 0.40935 -0.52719 -2.44462 -0.1 0.0 0.0 0.047
O -0.38316 -0.11369 -3.81232 0.2 0.1 0.0 -0.002
C -1.39651 -0.97423 -4.34289 0.0 0.0 0.0 0.000
C -2.53668 -0.13154 -4.86367 0.0 0.0 0.0 0.000
O 0.59139 0.91100 -1.74604 0.1 -0.1 -0.1 -0.018
C 0.85127 2.17841 -2.40445 -0.1 0.1 0.1 -0.001
C 2.15423 2.24042 -3.16830 0.0 0.0 0.0 0.000
H 2.52106 -2.33441 -5.90061 0.0 0.0 0.0 0.000
H 3.15205 -0.76786 -5.37814 0.0 0.0 0.0 0.000
H 1.41815 -0.96937 -5.64654 0.0 0.0 0.0 0.000
H 3.05592 -2.36903 -3.46455 0.0 0.0 0.0 0.000
H 1.32733 -2.59189 -3.71923 0.0 0.0 0.0 0.000
H -1.74159 -1.65983 -3.56093 0.0 0.0 0.0 0.000
H -0.95753 -1.57678 -5.14274 0.0 0.0 0.0 0.000
H -2.97775 0.45235 -4.05534 0.0 0.0 0.0 0.000
H -3.30762 -0.76821 -5.29947 0.0 0.0 0.0 0.000
H -2.18305 0.55311 -5.63386 0.0 0.0 0.0 0.000
H 0.86127 2.90127 -1.58620 -0.1 -0.1 -0.1 -0.002
H 0.00412 2.39441 -3.05798 0.0 0.0 0.0 0.000
H 2.98904 1.93521 -2.53791 0.0 0.0 0.0 0.000
H 2.31612 3.27417 -3.48032 0.0 0.0 0.0 0.000
H 2.13718 1.60984 -4.05277 0.0 0.0 0.0 0.000
O -3.27959 -0.68933 -1.50368 0.0 0.0 0.1 0.002
C -2.56434 -1.18784 -0.52172 0.0 -0.1 -0.1 0.038
O -1.94873 -0.45509 0.24023 0.0 0.1 0.1 0.016
C -2.61830 -2.69292 -0.39991 0.0 0.0 0.0 -0.004
N -3.36795 -3.24365 -1.54494 0.0 0.0 0.0 0.000
C -4.47932 -4.06973 -1.01440 0.0 0.0 0.0 0.000
C -4.07358 -4.40369 0.41651 0.0 0.0 0.0 0.000
C -3.39926 -3.11085 0.86336 0.0 0.0 0.0 -0.001
H -1.59328 -3.06294 -0.35148 0.0 0.0 0.0 0.005
H -2.75489 -3.81089 -2.11420 0.0 0.0 0.0 0.000
H -3.63562 -1.50655 -1.96079 0.0 0.0 0.0 0.000
H -4.63349 -4.94076 -1.64809 0.0 0.0 0.0 0.000
H -5.40108 -3.48342 -1.02453 0.0 0.0 0.0 0.000
H -3.34794 -5.21912 0.42892 0.0 0.0 0.0 0.000
H -4.91823 -4.68181 1.04471 0.0 0.0 0.0 0.000
H -2.73854 -3.23833 1.71731 0.0 0.0 0.0 0.001
H -4.15599 -2.35979 1.10884 0.0 0.0 0.0 -0.001


(5)
35
Properties=species:S:1:pos:R:3:forces:R:3:nbo_charge:R:1 method="wB97M-V/def2-TZVPD" e_lumo_ev=-1.450 largest_force_ev_per_a=4.1 smiles="NCCCC1=C(Br)C(=O)C(CCCF)=C([PH2]=O)C1=O" mol_weight_g_mol=352.14
N 4.94427 -1.65171 0.49377 -0.8 -0.4 -0.2 -0.864
C 4.24310 -2.39314 -0.60117 0.1 0.0 -0.3 -0.214
C 2.67747 -2.67515 -0.26889 1.0 -0.1 -2.0 -0.421
C 1.85969 -1.44059 -0.88097 -0.3 0.9 0.8 -0.455
C 0.49416 -1.10475 -0.14074 -0.3 0.7 1.4 -0.053
C 0.36235 -0.60482 1.17431 -0.9 -0.9 -2.8 -0.152
Br 1.95218 -0.26964 2.29711 -1.8 -0.3 -0.8 0.086
C -1.13477 -0.30821 1.68328 -0.2 0.3 1.8 0.520
O -1.52823 -0.52503 2.83967 1.2 0.8 -3.6 -0.475
C -2.09097 0.34903 0.56410 0.0 -1.2 -2.7 0.030
C -3.12019 1.53344 0.88416 1.0 -0.1 0.6 -0.468
C -2.43895 2.88956 0.29660 0.8 -0.8 0.2 -0.449
C -1.66619 3.73730 1.42255 0.5 0.5 -1.4 0.042
F -1.20404 2.92645 2.51776 -0.9 1.1 -1.6 -0.371
C -1.96136 -0.15429 -0.76995 0.5 0.7 3.1 -0.447
P -2.98481 0.52955 -2.19968 0.3 -3.0 -2.8 1.444
O -3.30527 -0.51423 -3.28575 0.4 2.1 2.5 -1.050
C -0.86388 -1.31584 -0.98463 -0.5 -1.1 -0.6 0.546
O -1.04985 -2.31172 -1.70400 0.8 3.3 2.2 -0.465
H 5.80026 -2.13185 0.78873 -0.8 0.3 0.0 0.367
H 4.27348 -1.55068 1.26737 0.9 -0.1 -0.3 0.360
H 4.82146 -3.34707 -0.82545 -1.0 1.0 0.3 0.188
H 4.32629 -1.74334 -1.55160 -0.4 -1.1 1.2 0.177
H 2.41122 -3.59238 -0.91129 0.1 1.2 1.4 0.227
H 2.51528 -2.85680 0.83947 0.1 0.3 -1.5 0.224
H 1.65559 -1.53393 -2.00384 0.3 -0.2 1.7 0.244
H 2.53508 -0.51213 -0.76612 -1.1 -1.2 0.0 0.239
H -3.23557 1.58734 2.02589 0.1 0.0 -1.8 0.264
H -4.15008 1.37569 0.41816 1.6 0.0 0.6 0.239
H -3.17129 3.52393 -0.30906 0.9 -0.7 1.2 0.232
H -1.62976 2.55278 -0.45031 -1.3 0.5 1.0 0.211
H -0.73607 4.17503 0.90424 -1.3 -0.7 1.0 0.177
H -2.28373 4.63002 1.75571 0.7 -1.4 0.2 0.180
H -2.16547 1.54029 -2.83707 -0.4 -0.2 1.0 -0.057
H -4.15138 1.18689 -1.68235 0.8 -0.1 0.1 -0.056


(6)
16
Properties=species:S:1:pos:R:3:forces:R:3:lowdin_charge:R:1 method="wB97M-V/def2-TZVPD" e_lumo_ev=-3.411 largest_force_ev_per_a=2.7 charge=+1 mol_weight_g_mol=222.98
Cs 0.56175 -0.47219 -0.06287 0.2 0.1 0.8 1.417
O 0.09675 1.93481 1.52913 -0.3 0.2 0.4 -0.175
H -0.75125 2.35881 1.38013 -0.2 0.4 -0.8 0.045
H -0.06425 1.66181 2.43313 0.7 -0.3 0.6 0.047
O 0.61475 -2.31019 -2.39787 0.4 -0.7 1.1 -0.131
H 1.16075 -2.23019 -3.16487 0.6 -0.1 -1.0 0.072
H 1.10075 -2.88619 -1.78087 -0.3 0.0 -0.6 0.070
O -1.43425 -0.71819 -2.10687 -0.3 -1.0 0.9 -0.164
H -1.19525 0.00981 -2.62787 -0.2 2.2 -1.3 0.013
H -0.67625 -1.28019 -2.30787 -0.4 -0.9 -0.1 -0.077
O -2.17425 0.39581 0.79113 1.4 0.4 0.9 -0.144
H -2.30725 0.60981 1.72813 -0.4 -0.3 -0.5 0.059
H -3.00125 0.19281 0.39213 -1.2 -0.3 -0.3 0.042
O 2.67875 0.52381 2.15213 -0.2 -2.2 0.9 -0.056
H 2.72475 1.26781 2.70913 0.2 1.3 1.7 0.031
H 2.66575 0.94181 1.33413 0.2 1.1 -2.5 -0.049


Please write out number 5 again, unchanged.
35
Properties=species:S:1:pos:R:3:forces:R:3:nbo_charge:R:1 method="wB97M-V/def2-TZVPD" e_lumo_ev=-1.450 largest_force_ev_per_a=4.1 smiles="NCCCC1=C(Br)C(=O)C(CCCF)=C([PH2]=O)C1=O" mol_weight_g_mol=352.14
N 4.94427 -1.65171 0.49377 -0.8 -0.4 -0.2 -0.864
C 4.24310 -2.39314 -0.60117 0.1 0.0 -0.3 -0.214
C 2.67747 -2.67515 -0.26889 1.0 -0.1 -2.0 -0.421
C 1.85969 -1.44059 -0.88097 -0.3 0.9 0.8 -0.455
C 0.49416 -1.10475 -0.14074 -0.3 0.7 1.4 -0.053
C 0.36235 -0.60482 1.17431 -0.9 -0.9 -2.8 -0.152
Br 1.95218 -0.26964 2.29711 -1.8 -0.3 -0.8 0.086
C -1.13477 -0.30821 1.68328 -0.2 0.3 1.8 0.520
O -1.52823 -0.52503 2.83967 1.2 0.8 -3.6 -0.475
C -2.09097 0.34903 0.56410 0.0 -1.2 -2.7 0.030
C -3.12019 1.53344 0.88416 1.0 -0.1 0.6 -0.468
C -2.43895 2.88956 0.29660 0.8 -0.8 0.2 -0.449
C -1.66619 3.73730 1.42255 0.5 0.5 -1.4 0.042
F -1.20404 2.92645 2.51776 -0.9 1.1 -1.6 -0.371
C -1.96136 -0.15429 -0.76995 0.5 0.7 3.1 -0.447
P -2.98481 0.52955 -2.19968 0.3 -3.0 -2.8 1.444
O -3.30527 -0.51423 -3.28575 0.4 2.1 2.5 -1.050
C -0.86388 -1.31584 -0.98463 -0.5 -1.1 -0.6 0.546
O -1.04985 -2.31172 -1.70400 0.8 3.3 2.2 -0.465
H 5.80026 -2.13185 0.78873 -0.8 0.3 0.0 0.367
H 4.27348 -1.55068 1.26737 0.9 -0.1 -0.3 0.360
H 4.82146 -3.34707 -0.82545 -1.0 1.0 0.3 0.188
H 4.32629 -1.74334 -1.55160 -0.4 -1.1 1.2 0.177
H 2.41122 -3.59238 -0.91129 0.1 1.2 1.4 0.227
H 2.51528 -2.85680 0.83947 0.1 0.3 -1.5 0.224
H 1.65559 -1.53393 -2.00384 0.3 -0.2 1.7 0.244
H 2.53508 -0.51213 -0.76612 -1.1 -1.2 0.0 0.239
H -3.23557 1.58734 2.02589 0.1 0.0 -1.8 0.264
H -4.15008 1.37569 0.41816 1.6 0.0 0.6 0.239
H -3.17129 3.52393 -0.30906 0.9 -0.7 1.2 0.232
H -1.62976 2.55278 -0.45031 -1.3 0.5 1.0 0.211
H -0.73607 4.17503 0.90424 -1.3 -0.7 1.0 0.177
H -2.28373 4.63002 1.75571 0.7 -1.4 0.2 0.180
H -2.16547 1.54029 -2.83707 -0.4 -0.2 1.0 -0.057
H -4.15138 1.18689 -1.68235 0.8 -0.1 0.1 -0.056